ORCA calculation (ωB97M-V/def2-TZVPD) on a structure of composition C41H72BN10O4SiSr.

Positions of all 130 atoms, in Å:
Sr (-0.468, -1.614, -1.088)
C (7.003, 1.003, 1.252)
C (5.727, 0.169, 1.193)
C (5.877, -0.996, 0.214)
C (4.530, 1.009, 0.839)
C (4.448, 2.393, 0.600)
C (3.110, 2.620, 0.324)
C (2.440, 3.891, -0.093)
C (2.873, 5.055, 0.796)
C (2.687, 4.184, -1.574)
N (2.467, 1.435, 0.410)
N (3.338, 0.447, 0.728)
B (1.008, 0.891, 0.263)
N (-0.068, 1.761, -0.482)
N (-0.412, 1.182, -1.674)
C (-1.307, 1.970, -2.250)
C (-1.576, 3.073, -1.428)
C (-0.783, 2.900, -0.309)
C (-0.765, 3.812, 0.890)
C (-2.014, 3.614, 1.753)
C (-0.681, 5.282, 0.460)
C (-1.882, 1.642, -3.601)
C (-2.612, 2.846, -4.192)
C (-2.815, 0.434, -3.544)
N (0.538, 0.261, 1.585)
N (0.033, -0.991, 1.464)
C (-0.289, -1.394, 2.684)
C (0.033, -0.403, 3.622)
C (0.573, 0.634, 2.877)
C (1.220, 1.909, 3.336)
C (0.329, 2.676, 4.308)
C (2.598, 1.623, 3.941)
C (-0.909, -2.749, 2.885)
C (0.039, -3.866, 2.442)
C (-1.354, -2.950, 4.330)
H (7.854, 0.382, 1.537)
H (7.218, 1.444, 0.276)
H (6.917, 1.814, 1.977)
H (5.550, -0.253, 2.189)
H (6.080, -0.616, -0.791)
H (6.704, -1.648, 0.508)
H (4.960, -1.582, 0.175)
H (5.239, 3.124, 0.612)
H (1.375, 3.740, 0.024)
H (3.943, 5.248, 0.691)
H (2.339, 5.968, 0.526)
H (2.675, 4.838, 1.849)
H (3.757, 4.293, -1.769)
H (2.307, 3.369, -2.192)
H (2.184, 5.106, -1.877)
H (1.126, -0.045, -0.471)
H (-2.255, 3.890, -1.610)
H (0.101, 3.577, 1.509)
H (-2.911, 3.839, 1.169)
H (-2.092, 2.589, 2.110)
H (-1.987, 4.295, 2.609)
H (-1.613, 5.580, -0.025)
H (-0.542, 5.921, 1.334)
H (0.132, 5.473, -0.241)
H (-1.042, 1.388, -4.255)
H (-3.480, 3.106, -3.580)
H (-1.963, 3.721, -4.250)
H (-2.972, 2.616, -5.196)
H (-3.627, 0.609, -2.834)
H (-3.255, 0.242, -4.526)
H (-2.294, -0.471, -3.240)
H (-0.096, -0.434, 4.691)
H (1.394, 2.527, 2.454)
H (0.215, 2.123, 5.244)
H (0.769, 3.648, 4.547)
H (-0.666, 2.834, 3.891)
H (2.503, 0.951, 4.798)
H (3.243, 1.150, 3.202)
H (3.074, 2.549, 4.275)
H (-1.800, -2.790, 2.246)
H (0.956, -3.837, 3.038)
H (-0.430, -4.843, 2.584)
H (0.315, -3.778, 1.391)
H (-0.492, -2.933, 5.002)
H (-2.046, -2.168, 4.647)
H (-1.850, -3.916, 4.445)
C (3.794, -2.385, -3.975)
N (2.529, -2.423, -4.703)
C (2.406, -3.152, -5.954)
C (1.476, -1.873, -4.135)
N (0.595, -1.358, -3.593)
H (4.497, -3.040, -4.486)
H (3.657, -2.747, -2.957)
H (4.202, -1.374, -3.947)
H (2.779, -4.170, -5.834)
H (2.964, -2.654, -6.751)
H (1.357, -3.201, -6.236)
C (1.967, -5.536, -2.998)
Si (0.449, -5.315, -1.881)
C (-1.033, -5.845, -2.926)
C (0.638, -6.601, -0.511)
O (0.317, -3.833, -1.320)
H (2.133, -6.588, -3.250)
H (2.869, -5.161, -2.507)
H (1.833, -4.987, -3.932)
H (-0.894, -6.836, -3.370)
H (-1.201, -5.129, -3.736)
H (-1.942, -5.866, -2.321)
H (0.729, -7.618, -0.903)
H (-0.228, -6.571, 0.157)
H (1.523, -6.387, 0.094)
C (-5.011, 2.005, -0.448)
C (-5.371, 1.448, 0.924)
C (-4.946, -0.019, 1.120)
C (-5.353, -0.487, 2.527)
C (-4.919, -1.914, 2.839)
C (-5.696, -0.866, 0.110)
O (-6.911, -0.918, 0.069)
N (-4.926, -1.583, -0.760)
C (-3.527, -1.557, -0.817)
O (-2.989, -2.286, -1.666)
N (-2.811, -0.787, 0.008)
C (-3.410, -0.090, 1.004)
O (-2.767, 0.522, 1.842)
H (-5.315, 3.050, -0.532)
H (-5.515, 1.452, -1.245)
H (-3.934, 1.957, -0.626)
H (-6.449, 1.506, 1.088)
H (-4.875, 2.027, 1.706)
H (-6.438, -0.393, 2.607)
H (-4.894, 0.203, 3.236)
H (-5.353, -2.628, 2.134)
H (-5.236, -2.206, 3.841)
H (-3.832, -2.007, 2.794)
H (-5.393, -2.174, -1.431)

Results
HOMO in Ha: -0.2174
Frontier orbital gap in eV: 8.2
Total energy in Ha: -2799.5494
Total charge: -1

Atom charges from the Löwdin analysis, given in e for atoms 1 to 8:
1 Sr 1.40
2 C -0.09
3 C -0.38
4 C -0.08
5 C -0.30
6 C 0.02
7 C -0.22
8 C -0.37

ORCA calculation (ωB97M-V/def2-TZVPD) on a cluster of 9 separate species, C41H74O20 in total.

Positions of all 135 atoms, in Å:
C (-0.089, 3.151, -3.415)
C (-0.010, 3.011, -1.907)
O (-0.373, 1.675, -1.595)
C (1.385, 3.302, -1.369)
O (1.643, 4.713, -1.280)
C (0.803, 5.530, -0.628)
C (0.725, 6.826, -0.940)
C (-0.155, 7.723, -0.181)
O (0.026, 8.919, -0.105)
C (-1.294, 7.089, 0.547)
C (-1.211, 5.813, 0.900)
C (-0.011, 5.020, 0.545)
O (0.309, 4.024, 1.160)
H (0.269, 2.229, -3.875)
H (-1.106, 3.332, -3.758)
H (0.538, 3.979, -3.750)
H (-0.719, 3.710, -1.441)
H (-0.417, 1.567, -0.639)
H (1.529, 2.827, -0.404)
H (2.150, 2.929, -2.048)
H (1.327, 7.256, -1.728)
H (-2.137, 7.719, 0.796)
H (-1.968, 5.307, 1.486)
C (0.826, 1.333, 3.503)
C (0.587, 0.926, 2.067)
O (1.325, -0.252, 1.693)
C (0.888, -1.493, 1.966)
C (-0.349, -1.688, 2.803)
O (1.529, -2.425, 1.548)
H (0.468, 0.576, 4.202)
H (0.296, 2.263, 3.709)
H (1.892, 1.496, 3.668)
H (-0.475, 0.785, 1.860)
H (0.956, 1.691, 1.388)
H (-0.054, -1.876, 3.835)
H (-0.854, -2.575, 2.426)
H (-1.035, -0.847, 2.807)
C (4.694, -3.609, 1.891)
C (3.853, -4.264, 0.818)
O (4.636, -5.093, -0.061)
C (4.975, -6.355, 0.245)
C (4.674, -6.909, 1.619)
O (5.552, -7.010, -0.584)
H (5.149, -4.342, 2.558)
H (4.062, -2.944, 2.479)
H (5.490, -3.020, 1.435)
H (3.022, -4.831, 1.235)
H (3.418, -3.511, 0.167)
H (5.578, -6.807, 2.222)
H (4.463, -7.970, 1.509)
H (3.857, -6.421, 2.139)
C (-2.420, 2.868, 7.772)
C (-3.183, 2.093, 6.726)
O (-2.332, 1.253, 5.921)
C (-1.935, 0.034, 6.317)
C (-2.241, -0.454, 7.712)
O (-1.302, -0.634, 5.539)
H (-1.939, 2.213, 8.500)
H (-3.113, 3.530, 8.289)
H (-1.653, 3.481, 7.301)
H (-3.990, 1.502, 7.157)
H (-3.632, 2.777, 6.009)
H (-1.360, -0.266, 8.327)
H (-2.390, -1.529, 7.663)
H (-3.096, 0.018, 8.184)
C (-8.344, 3.278, 5.851)
C (-7.858, 3.691, 7.223)
O (-6.433, 3.857, 7.267)
C (-5.817, 4.988, 6.862)
C (-6.611, 6.096, 6.215)
O (-4.624, 5.053, 6.994)
H (-8.148, 4.049, 5.105)
H (-9.419, 3.097, 5.878)
H (-7.848, 2.361, 5.536)
H (-8.355, 4.592, 7.582)
H (-8.049, 2.905, 7.951)
H (-6.523, 5.977, 5.135)
H (-6.145, 7.039, 6.487)
H (-7.665, 6.117, 6.474)
C (-2.490, -3.008, -0.700)
C (-2.839, -1.651, -0.128)
O (-4.202, -1.277, -0.365)
C (-5.214, -1.696, 0.425)
C (-4.956, -2.730, 1.499)
O (-6.315, -1.266, 0.214)
H (-3.069, -3.805, -0.232)
H (-1.431, -3.216, -0.542)
H (-2.689, -3.023, -1.771)
H (-2.616, -1.590, 0.938)
H (-2.260, -0.874, -0.626)
H (-5.219, -3.705, 1.090)
H (-5.630, -2.521, 2.325)
H (-3.934, -2.775, 1.862)
C (5.947, -7.125, -3.899)
C (5.057, -8.325, -4.122)
O (3.675, -7.962, -4.312)
C (3.193, -7.550, -5.497)
C (4.147, -7.295, -6.642)
O (2.011, -7.355, -5.605)
H (5.976, -6.472, -4.773)
H (6.963, -7.462, -3.692)
H (5.597, -6.557, -3.039)
H (5.403, -8.947, -4.949)
H (5.036, -8.946, -3.229)
H (4.368, -6.228, -6.670)
H (3.641, -7.564, -7.565)
H (5.081, -7.847, -6.576)
C (7.047, -9.744, -11.064)
C (6.229, -8.962, -10.059)
O (6.529, -9.326, -8.705)
C (7.566, -8.804, -8.019)
C (8.586, -7.946, -8.729)
O (7.655, -9.068, -6.851)
H (8.113, -9.532, -10.970)
H (6.737, -9.485, -12.076)
H (6.895, -10.813, -10.918)
H (6.334, -7.884, -10.193)
H (5.172, -9.199, -10.161)
H (9.434, -8.581, -8.986)
H (8.932, -7.194, -8.024)
H (8.228, -7.463, -9.633)
C (-5.186, 11.460, -1.937)
C (-4.648, 10.487, -0.911)
O (-3.885, 9.432, -1.511)
C (-2.585, 9.581, -1.858)
C (-1.909, 10.922, -1.724)
O (-2.010, 8.624, -2.297)
H (-4.382, 11.982, -2.457)
H (-5.815, 12.205, -1.448)
H (-5.787, 10.931, -2.676)
H (-4.063, 10.990, -0.140)
H (-5.464, 9.967, -0.413)
H (-1.934, 11.403, -2.703)
H (-0.872, 10.733, -1.459)
H (-2.359, 11.593, -0.999)

Results
HOMO in Ha: -0.3462
Frontier orbital gap in eV: 8.3
Total energy in Ha: -3111.4253
Structure (SMILES): C[C@@H](O)COC1=CC(=O)C=CC1=O.CCOC(C)=O.CCOC(C)=O.CCOC(C)=O.CCOC(C)=O.CCOC(C)=O.CCOC(C)=O.CCOC(C)=O.CCOC(C)=O
Total charge: 0

Atom charges from the Löwdin analysis, given in e for atoms 1 to 8:
1 C -0.02
2 C -0.41
3 O -0.02
4 C -0.11
5 O 0.00
6 C -0.20
7 C 0.10
8 C -0.39